(1)
Below is a 4-piece molecular cluster, C2H11O3S overall, with properties calculated with wB97M-V/def2-TZVPD.

The geometry in XYZ format:
```
17
Properties=species:S:1:pos:R:3:lowdin_charge:R:1
C 0.79658 -1.48213 0.02562 -0.28
C -0.08138 -0.31568 -0.21300 -0.94
S 0.68879 0.98789 -1.01711 0.31
H 1.58410 -1.31186 0.94012 0.10
H 1.37124 -1.85534 -0.81117 0.02
H 0.34197 -2.37530 0.50681 0.05
H -0.66074 -0.12933 0.69972 0.04
H -0.90897 -0.74972 -0.89477 0.06
H 1.86949 -1.39106 -2.72529 -0.03
H 0.67979 -0.72246 -2.85806 -0.02
O 1.06377 -1.60148 -3.15155 -0.13
H -3.15902 2.33381 1.61918 0.07
H -4.35249 1.60384 0.82430 0.04
O -4.11938 2.42483 1.32033 -0.12
H 2.37986 1.59982 2.08478 0.02
H 1.07627 1.46910 1.35569 -0.05
O 1.43012 1.51508 2.29442 -0.16
```

Properties
- ΔE to the lowest compared entry with this formula, charge and spin: 32.5 kcal/mol
- E_tot: -706.72200 hartree
- Charge: -1

(2)
Below is one molecule with the formula C2H4N2O2, with properties calculated with wB97M-V/def2-TZVPD.

The geometry in XYZ format:
```
10
Properties=species:S:1:pos:R:3:lowdin_charge:R:1
N -0.41439 1.62729 0.67797 0.15
C 0.19430 0.39117 0.60867 -0.58
O 0.96968 -0.04274 1.43394 0.07
N -0.23583 -0.34735 -0.50307 0.12
C 0.25548 -1.61662 -0.77153 -0.30
O -0.26445 -2.36836 -1.56112 0.05
H -0.47759 2.13467 -0.19094 0.10
H -0.08273 2.17189 1.46004 0.11
H -1.11103 -0.10651 -0.95619 0.15
H 1.16656 -1.84345 -0.19778 0.14
```

Properties
- ΔE to the lowest compared entry with this formula, charge and spin: 5.3 kcal/mol
- Structure (SMILES): NC(=O)NC=O
- E_tot: -338.64474 hartree
- Charge: 0

(3)
Below is a 6-piece molecular cluster, C16H41Br2Cl4N3O3 overall, with properties calculated with wB97M-V/def2-TZVPD.

The geometry in XYZ format:
```
69
Properties=species:S:1:pos:R:3:lowdin_charge:R:1
Br 11.47309 1.65867 3.67927 0.61
C 10.11735 2.21608 4.96753 -0.68
C 10.32176 1.53621 6.31272 -0.69
Br 9.20047 2.09978 7.87548 0.55
H 9.16255 1.83152 4.60898 0.06
H 10.21612 3.29695 5.06785 0.05
H 11.34325 1.61083 6.68570 0.04
H 10.16742 0.46790 6.16098 0.05
C -5.74010 2.38952 -7.28601 -0.10
C -4.61213 1.54502 -7.90920 -0.45
C -3.81855 1.03207 -6.71756 -0.23
O -2.74831 0.16794 -7.05334 -0.19
C -2.06312 -0.41616 -5.86353 -0.06
N -5.34602 0.53863 -8.59776 0.04
H -5.33500 3.37098 -7.03954 0.06
H -6.15728 1.99759 -6.35840 0.08
H -6.54346 2.71460 -7.94710 0.07
H -4.12604 2.23115 -8.60278 0.14
H -4.53770 0.48049 -6.11203 0.12
H -3.44455 1.90111 -6.17627 0.13
H -1.23757 -1.07841 -6.12428 0.08
H -2.72008 -1.07605 -5.29693 0.08
H -1.59958 0.36416 -5.25992 0.08
H -4.94612 -0.30086 -8.20348 0.07
H -5.12175 0.61326 -9.57971 0.08
C -4.75753 5.32674 0.49947 -0.06
C -4.67156 3.94292 1.12821 -0.44
C -6.04655 3.12905 1.18957 -0.19
O -6.96633 3.90417 1.89852 -0.19
C -7.18924 3.61267 3.27547 -0.10
N -3.73371 3.20602 0.31728 0.01
H -3.82314 5.86677 0.65244 0.07
H -5.63898 5.93096 0.71409 0.08
H -4.73809 5.10791 -0.56816 0.07
H -4.35770 4.08601 2.16219 0.12
H -6.03939 2.05264 1.36089 0.12
H -6.33517 3.15909 0.13891 0.12
H -8.01438 4.20302 3.67387 0.09
H -6.39221 3.77011 4.00214 0.08
H -7.34118 2.53592 3.35057 0.08
H -3.43441 2.24941 0.44138 0.07
H -2.84000 3.66728 0.41023 0.07
C 1.43089 0.16484 3.78348 -0.07
C 1.91927 -0.83094 2.75812 -0.41
C 3.16048 -0.42312 1.84851 -0.17
O 4.46057 -0.76431 2.32915 -0.20
C 5.10460 -1.74011 1.50758 -0.11
N 2.34013 -2.12208 3.33430 0.03
H 1.93463 0.04145 4.74217 0.08
H 0.35218 0.05316 3.89308 0.07
H 1.53843 1.19093 3.43179 0.07
H 1.07824 -1.07131 2.10774 0.12
H 3.22676 0.66180 1.92996 0.11
H 3.04641 -0.47709 0.76584 0.12
H 6.12682 -1.91628 1.84241 0.08
H 5.17154 -1.38891 0.47788 0.08
H 4.63594 -2.71956 1.41195 0.08
H 1.89002 -2.35534 4.20784 0.07
H 3.23329 -1.78305 3.66207 0.05
C 6.28899 -8.34335 -5.17144 -0.99
Cl 6.58784 -7.11277 -3.87384 0.46
Cl 6.68318 -9.97305 -4.55325 0.48
H 5.24775 -8.25146 -5.48041 0.02
H 6.81502 -8.19284 -6.11417 0.03
C -0.38319 -7.95671 6.10480 -0.93
Cl -0.52997 -6.38496 7.01552 0.44
Cl 0.03294 -9.30155 7.28112 0.44
H -1.32903 -8.07540 5.57622 0.02
H 0.35118 -7.87168 5.30382 0.03
```

Properties
- ΔE to the lowest compared entry with this formula, charge and spin: 80.3 kcal/mol
- Structure (SMILES): COC[C@H](C)N.COC[C@H](C)N.COC[C@H](C)N.BrCCBr.ClCCl.ClCCl
- E_tot: -8012.80803 hartree
- Charge: 0

(4)
Below is a 2-piece molecular cluster, C13H19Br2ClF6O7PS overall, with properties calculated with wB97M-V/def2-TZVPD.

The geometry in XYZ format:
```
50
Properties=species:S:1:pos:R:3:lowdin_charge:R:1
C -0.71985 -3.08976 1.57650 -0.14
C 0.10714 -3.69987 0.37241 -0.66
Cl 0.57998 -5.42270 0.90603 0.53
C 1.49066 -2.97736 0.03178 -0.24
C 1.48764 -1.39618 0.09420 -0.31
C 2.07217 -0.59511 -1.16353 -0.54
C 3.14820 -1.36427 -2.04538 -0.19
O 3.97502 -0.59132 -2.91897 0.00
C 3.43760 -0.25877 -4.14613 -0.53
F 2.83926 1.01966 -4.08440 0.07
F 2.63016 -1.20075 -4.75309 0.11
F 4.53054 -0.07500 -5.02225 0.09
P 0.55718 -0.32088 -2.33556 0.71
O -0.67827 0.47888 -1.49409 -0.35
Br -0.32416 -2.34905 -2.94165 0.35
C 2.47030 0.86459 -0.66436 -0.61
Br 4.37660 1.17240 -0.24908 0.79
C 1.65192 1.34234 0.65288 -0.22
O 2.21842 0.75334 1.86801 -0.28
S 2.30517 -0.93065 1.72133 0.76
O 1.61442 -1.50347 2.90935 -0.30
O 3.72888 -1.41260 1.69634 -0.34
H -1.70497 -3.67603 1.62827 0.09
H -1.01927 -2.00167 1.46230 0.08
H -0.22612 -3.27081 2.59182 0.08
H -0.58305 -3.84784 -0.50726 0.05
H 1.85197 -3.44586 -0.93457 0.10
H 2.22853 -3.34289 0.83187 0.11
H 0.40550 -1.03754 0.22359 0.10
H 2.59668 -2.23975 -2.54206 0.10
H 3.85628 -1.88097 -1.30449 0.16
H -1.35817 -0.16838 -1.18208 0.05
H 2.17463 1.59984 -1.48896 0.10
H 1.77183 2.47057 0.71287 0.14
H 0.54732 1.10333 0.59751 0.12
C -2.91630 3.63481 2.67498 -0.09
C -3.70154 4.22955 1.51807 -0.29
O -3.53362 3.53997 0.29358 -0.13
C -4.26897 2.29743 0.07489 -0.54
O -5.54930 2.44672 0.31320 -0.18
C -3.64008 1.06509 0.82361 -0.54
F -2.27494 1.13838 0.83923 0.07
F -3.92654 -0.09948 0.18479 0.09
F -4.02545 0.90534 2.10280 0.11
H -1.91851 3.32371 2.35728 0.07
H -2.82055 4.36578 3.48465 0.06
H -3.42283 2.76772 3.09397 0.06
H -3.30353 5.23410 1.33607 0.10
H -4.75626 4.36605 1.77606 0.11
H -3.98171 2.07940 -0.97234 0.13
```

Properties
- E_tot: -7980.39507 hartree
- Charge: -1

(5)
Below is C3H5N3O3 as an isolated structure, with properties calculated with wB97M-V/def2-TZVPD.

The geometry in XYZ format:
```
14
Properties=species:S:1:pos:R:3:lowdin_charge:R:1
C 2.11875 -0.74117 0.23322 -0.05
C -1.05557 1.02096 -0.24615 -0.25
C 0.41786 1.11490 -0.20346 -0.37
H 1.82811 -2.27545 0.01898 0.24
H 2.09612 -0.32108 1.58368 0.19
H 3.02930 -0.14152 -0.56672 0.17
H -2.42072 -1.44263 -0.53200 0.10
H -2.80973 1.31906 0.36778 0.10
N 0.85847 -0.14198 -0.06606 -0.19
N -1.19550 -0.31983 -0.52988 -0.15
N -1.91832 1.98369 0.19011 0.16
O -0.13115 -1.00547 -0.39568 -0.03
O -2.12388 -1.07295 0.30409 0.06
O 1.30625 2.02348 -0.15791 0.02
```

Properties
- ΔE to the lowest compared entry with this formula, charge and spin: 273.0 kcal/mol
- E_tot: -506.91277 hartree
- Charge: 0

(6)
Below is one molecule with the formula C3H12ClNSi2, with properties calculated with wB97M-V/def2-TZVPD.

The geometry in XYZ format:
```
19
Properties=species:S:1:pos:R:3:lowdin_charge:R:1
C -0.86716 1.37600 -2.32748 -0.08
C 0.03872 -1.52171 -0.87554 -0.17
C 0.07717 0.96198 -1.09506 -0.37
N -0.36200 -0.19123 -0.38371 -0.32
Si 1.18866 -0.73278 2.88059 0.46
Si -0.69305 0.08799 1.70532 0.12
Cl -0.84581 2.07344 1.82591 0.34
H -1.10845 0.51130 -2.91371 0.04
H -1.87645 1.76278 -1.99725 0.08
H -0.42537 2.00516 -3.05548 0.04
H -0.34524 -2.36721 -0.18774 0.09
H -0.26433 -1.65954 -1.90424 0.06
H 1.18496 -1.52043 -0.81124 0.08
H 1.04083 0.94124 -1.53743 0.09
H -0.00439 1.77957 -0.41491 0.00
H 2.09557 0.29078 2.98719 -0.18
H 2.13517 -1.84010 2.18230 -0.07
H 0.87321 -1.26582 4.28584 -0.11
H -1.84204 -0.69143 1.63664 -0.10
```

Properties
- ΔE to the lowest compared entry with this formula, charge and spin: 97.4 kcal/mol
- Structure (SMILES): CCN(C)[Si@@H]([SiH3])Cl
- E_tot: -1215.37645 hartree
- Charge: 0

(7)
Below is a 5-piece molecular cluster, C34H36N4O2 overall, with properties calculated with wB97M-V/def2-TZVPD.

The geometry in XYZ format:
```
76
Properties=species:S:1:pos:R:3:lowdin_charge:R:1
N 1.58611 0.28043 0.37627 0.07
C 1.89742 1.63283 0.89054 -0.62
N 3.13268 1.52403 1.72785 0.06
N 2.26814 2.49748 -0.24016 0.09
C 0.81529 2.22640 1.81733 -0.08
C -0.64656 1.94742 1.47729 -0.17
C -1.48747 3.09197 1.24653 -0.02
C -2.82330 2.98831 0.98178 -0.02
C -3.41188 1.73840 0.94588 -0.10
C -2.62073 0.61062 1.14071 -0.07
C -1.26496 0.70584 1.40542 0.02
C -3.54713 -0.61756 1.00564 -0.34
O -3.31348 -1.78190 1.18055 0.12
N -4.81234 -0.09664 0.57248 0.14
C -4.85790 1.33975 0.72630 -0.36
O -5.85262 2.01053 0.71436 0.14
H 1.75216 -0.37679 1.13587 0.08
H 2.31298 0.07563 -0.30727 0.05
H 3.69636 0.76337 1.35674 0.07
H 2.87510 1.20772 2.65869 0.06
H 3.25299 2.29513 -0.40454 0.06
H 1.81185 2.08422 -1.05508 0.07
H 0.94083 3.31375 1.74891 0.11
H 0.96564 1.96233 2.87256 0.12
H -1.09036 4.10489 1.29965 0.12
H -3.46622 3.85474 0.83475 0.13
H -0.67859 -0.19598 1.56760 0.11
H -4.81283 -0.19152 -0.44792 0.16
C -3.06952 1.40502 5.73190 -0.09
C -2.73120 1.38568 7.07797 -0.10
C -1.64505 2.11892 7.53269 -0.10
C -0.90456 2.88143 6.64174 -0.10
C -1.24738 2.90434 5.29677 -0.10
C -2.32576 2.15954 4.83295 -0.08
H -3.91602 0.82808 5.38020 0.10
H -3.31538 0.79638 7.77358 0.10
H -1.37739 2.09836 8.58166 0.10
H -0.06095 3.46083 6.99594 0.10
H -0.67087 3.50640 4.60366 0.10
H -2.56896 2.18354 3.77764 0.08
C 3.23986 0.02541 -4.78580 -0.09
C 3.55815 -0.04668 -3.43984 -0.10
C 4.60766 0.69611 -2.93283 -0.11
C 5.34511 1.52179 -3.77285 -0.09
C 5.02912 1.59044 -5.12571 -0.09
C 3.97419 0.83857 -5.63563 -0.09
H 2.41315 -0.55999 -5.17009 0.09
H 2.97880 -0.68627 -2.78287 0.08
H 4.85200 0.63221 -1.87837 0.09
H 6.16265 2.10974 -3.37557 0.10
H 5.60160 2.23372 -5.78184 0.10
H 3.72552 0.89224 -6.68767 0.10
C 0.81363 -5.06847 0.76215 -0.09
C 1.60175 -4.00641 0.33222 -0.09
C 1.00640 -2.81616 -0.06996 -0.11
C -0.37631 -2.68971 -0.03376 -0.12
C -1.15505 -3.74288 0.39618 -0.09
C -0.56905 -4.93737 0.79260 -0.08
H 1.27747 -5.99633 1.07303 0.10
H 2.68017 -4.10727 0.31030 0.10
H 1.61566 -1.99343 -0.41076 0.06
H -0.84906 -1.76550 -0.34382 0.10
H -2.22835 -3.62998 0.41825 0.09
H -1.18647 -5.76210 1.12517 0.10
C -1.93450 -2.87114 -5.46083 -0.10
C -1.54002 -3.58137 -4.33581 -0.09
C -0.67311 -3.00234 -3.41862 -0.09
C -0.21301 -1.71054 -3.61345 -0.10
C -0.61735 -0.99403 -4.73654 -0.10
C -1.47129 -1.57712 -5.66234 -0.10
H -2.60652 -3.32356 -6.17936 0.10
H -1.90679 -4.58714 -4.17360 0.10
H -0.35468 -3.55223 -2.54271 0.09
H 0.45502 -1.25414 -2.89178 0.09
H -0.26378 0.01955 -4.88418 0.10
H -1.78070 -1.02155 -6.53875 0.10
```

Properties
- Structure (SMILES): NC(N)(N)Cc1ccc2c(c1)C(=O)NC2=O.c1ccccc1.c1ccccc1.c1ccccc1.c1ccccc1
- E_tot: -1686.69929 hartree
- Charge: 0

(8)
Below is a 2-piece molecular cluster, C6H11FO2S overall, with properties calculated with wB97M-V/def2-TZVPD.

The geometry in XYZ format:
```
21
Properties=species:S:1:pos:R:3:lowdin_charge:R:1
C 1.23889 -2.21765 0.23337 0.05
C 1.87054 -1.20038 -0.37839 -0.13
C 1.58239 0.59769 1.32067 -0.05
C -2.96998 1.05885 -0.29818 -0.12
C -0.23096 0.69167 -0.85660 -0.13
C 1.62050 0.23802 -0.08713 -0.39
O -1.96212 -1.30556 -1.06149 -0.34
O -1.40210 -0.47032 1.14931 -0.34
F 2.31730 1.13657 -0.90104 -0.01
S -1.60028 -0.17768 -0.22052 0.54
H 1.57910 -3.24993 -0.09113 0.09
H 0.39360 -2.09869 0.90029 0.06
H 2.52658 -1.23275 -1.25457 0.12
H 2.26559 -0.11886 1.82816 0.10
H 0.56911 0.79768 1.77165 0.10
H 2.07704 1.63855 1.39297 0.12
H -2.47517 2.03562 -0.13036 0.06
H -3.35879 1.15214 -1.25282 0.03
H -3.53294 0.69846 0.60682 0.09
H -0.27592 1.71258 -0.72544 0.03
H -0.23236 0.31401 -1.94558 0.11
```

Properties
- ΔE to the lowest compared entry with this formula, charge and spin: 44.4 kcal/mol
- E_tot: -883.61494 hartree
- Charge: 0

So what do the calculations give for orbital gap? Going down the list: 0.24584, 0.40320, 0.35141, 0.19267, 0.31572, 0.29027, 0.32638, 0.35566 Ha.